1.
{
  "formula": "C2H12O4",
  "method": "wB97M-V/def2-TZVPD",
  "symbols": ["C", "C", "H", "H", "H", "H", "H", "H", "O", "H", "H", "O", "H", "H", "O", "H", "H", "O"],
  "coordinates": [[1.265, -0.237, 1.561], [0.124, 0.521, 1.340], [2.214, -0.108, 1.037], [1.357, -0.951, 2.366], [0.005, 1.260, 0.552], [-0.659, 0.527, 2.097], [0.543, 2.121, -1.341], [0.922, 3.354, -0.461], [1.262, 2.522, -0.826], [-1.522, 0.311, -1.156], [-0.113, 0.118, -1.858], [-0.809, 0.748, -1.639], [-0.041, -2.960, -1.286], [0.967, -2.093, -0.608], [0.080, -2.042, -0.998], [-2.053, -0.376, 0.851], [-1.391, -1.461, -0.105], [-2.153, -1.255, 0.474]],
  "total_energy_ev": -10447.746,
  "molar_mass_g_mol": 100.11,
  "max_force_ev_per_a": 1.15,
  "total_charge": 1,
  "homo_ev": [-15.3, -15.2],
  "gap_ev": [9.4, 5.3],
  "s_squared": 0.753,
  "multiplicity": 2,
  "lumo_energy_ev": [-5.95, -9.80]
}



2.
{
  "formula": "C6H29NO10",
  "method": "wB97M-V/def2-TZVPD",
  "symbols": ["C", "N", "C", "C", "O", "C", "C", "C", "H", "H", "H", "H", "H", "H", "H", "H", "H", "H", "H", "H", "H", "O", "H", "H", "O", "H", "H", "O", "H", "H", "O", "H", "H", "O", "H", "H", "O", "H", "H", "O", "H", "H", "O", "H", "H", "O"],
  "coordinates": [[-0.292, -0.727, -2.619], [-0.752, 0.381, -1.814], [-1.649, 0.152, -0.823], [-2.229, 1.253, -0.061], [-1.948, -1.030, -0.592], [0.016, 1.582, -2.046], [0.535, 1.430, -3.520], [0.504, -0.097, -3.786], [0.275, -1.508, -2.066], [-1.153, -1.316, -2.937], [-3.290, 1.228, 0.224], [-1.798, 1.219, 0.957], [-2.020, 2.292, -0.295], [0.861, 1.608, -1.346], [-0.632, 2.458, -1.906], [1.402, 1.966, -3.925], [-0.164, 1.967, -4.190], [-0.077, -0.127, -4.702], [1.498, -0.552, -3.897], [-1.612, 2.218, 2.577], [-0.745, 3.511, 2.826], [-1.616, 3.174, 2.585], [3.548, -0.445, 0.734], [4.553, -1.092, 1.743], [3.645, -1.081, 1.448], [2.021, -3.709, 0.757], [2.629, -2.367, 0.920], [2.674, -3.151, 0.318], [-3.192, 0.882, 3.795], [-1.965, -0.006, 3.941], [-2.478, 0.491, 3.284], [2.275, -0.409, -1.037], [3.327, -1.260, -1.912], [3.087, -0.407, -1.541], [3.173, 2.630, 0.212], [2.388, 1.431, 0.589], [2.632, 2.299, 0.935], [-0.750, -2.193, 0.089], [-0.297, -1.943, 1.528], [-0.158, -2.532, 0.787], [-2.993, -1.624, 0.872], [-3.586, -2.953, 1.167], [-3.813, -2.023, 1.234], [0.514, 0.483, 3.549], [1.124, 0.808, 2.206], [0.282, 0.818, 2.670]],
  "total_energy_ev": -28657.500,
  "molar_mass_g_mol": 275.30,
  "max_force_ev_per_a": 3.01,
  "total_charge": 0,
  "homo_ev": -9.6,
  "gap_ev": 9.5,
  "lumo_energy_ev": -0.09
}



3.
{
  "formula": "C26H19ClN6O3STa",
  "method": "wB97M-V/def2-TZVPD",
  "symbols": ["Ta", "Cl", "C", "C", "C", "C", "O", "C", "C", "N", "C", "C", "C", "C", "C", "C", "C", "C", "N", "C", "C", "H", "H", "H", "H", "H", "H", "H", "H", "H", "H", "N", "C", "C", "C", "C", "C", "C", "S", "O", "O", "N", "C", "N", "C", "C", "C", "N", "H", "H", "H", "H", "H", "H", "H", "H", "H"],
  "coordinates": [[1.004, 0.748, -0.157], [5.421, -3.177, 4.232], [4.591, -2.271, 3.046], [4.998, -2.343, 1.710], [4.349, -1.616, 0.715], [3.296, -0.842, 1.106], [2.565, -0.082, 0.202], [2.850, -0.740, 2.423], [1.795, 0.156, 2.781], [1.018, 0.838, 1.974], [0.208, 1.920, 2.480], [-0.425, 1.972, 3.687], [-1.086, 3.161, 4.072], [-1.077, 4.261, 3.259], [-0.435, 4.211, 1.996], [-0.354, 5.300, 1.101], [0.284, 5.161, -0.109], [0.809, 3.920, -0.455], [0.780, 2.873, 0.376], [0.183, 3.017, 1.611], [3.529, -1.463, 3.413], [5.839, -2.974, 1.451], [4.670, -1.657, -0.316], [1.678, 0.363, 3.843], [-0.432, 1.117, 4.353], [-1.592, 3.195, 5.027], [-1.563, 5.178, 3.567], [-0.801, 6.249, 1.375], [0.365, 5.983, -0.807], [1.254, 3.771, -1.432], [3.227, -1.399, 4.451], [-4.469, -1.272, -5.894], [-3.720, -0.953, -4.849], [-4.100, -1.377, -3.542], [-3.343, -1.059, -2.466], [-2.163, -0.284, -2.656], [-1.765, 0.151, -3.957], [-2.535, -0.178, -5.022], [-1.238, 0.026, -1.365], [-1.853, 0.013, -0.056], [-0.422, 1.347, -1.523], [0.203, -0.841, -1.110], [0.077, -2.228, -0.635], [-0.953, -2.884, -1.097], [-1.024, -4.163, -0.694], [-0.063, -4.714, 0.135], [0.959, -3.886, 0.562], [1.038, -2.600, 0.182], [-5.317, -1.806, -5.788], [-4.228, -0.973, -6.825], [-5.009, -1.950, -3.413], [-3.639, -1.376, -1.475], [-0.877, 0.751, -4.107], [-2.261, 0.160, -6.013], [-1.867, -4.743, -1.048], [-0.118, -5.746, 0.450], [1.734, -4.245, 1.230]],
  "total_energy_ev": -67237.964,
  "molar_mass_g_mol": 711.95,
  "max_force_ev_per_a": 1.53,
  "total_charge": 3,
  "homo_ev": -16.2,
  "gap_ev": 4.9,
  "lumo_energy_ev": -11.31
}



4.
{
  "formula": "CH3N4Si",
  "method": "wB97M-V/def2-TZVPD",
  "symbols": ["C", "N", "N", "N", "N", "Si", "H", "H", "H"],
  "coordinates": [[-0.612, -0.071, 0.054], [-1.367, 0.880, -0.607], [-1.390, -0.924, 0.724], [-2.633, 0.475, -0.345], [-2.584, -0.563, 0.438], [1.810, -0.077, 0.069], [2.476, -1.057, 0.825], [2.048, 1.468, 0.272], [2.252, -0.132, -1.431]],
  "total_energy_ev": -14921.428,
  "molar_mass_g_mol": 99.15,
  "max_force_ev_per_a": 6.19,
  "total_charge": -1,
  "homo_ev": -4.7,
  "gap_ev": 8.3,
  "lumo_energy_ev": 3.59
}



The energy relative to the best compared isomer or geometry (same formula, charge and spin) results, record by record, are as follows: 101.1 206.9 96.9 219.6 kJ/mol.